ORCA calculation (ωB97M-V with the def2-TZVPD basis set) on a 5-piece molecular cluster, C20H37NO11S overall at a distorted geometry.

XYZ file:
```
70
Properties=species:S:1:pos:R:3:lowdin_spin:R:1
C 1.25 -2.60 -0.16 0.01
C 1.77 -2.08 1.29 0.00
C 2.85 -0.93 1.13 0.00
C 3.16 0.08 2.23 0.00
C 1.89 0.57 2.80 0.00
C 0.74 -0.49 3.04 0.00
N 0.60 -1.49 2.00 0.00
O -0.46 -2.31 2.12 0.01
C 1.13 -1.17 4.41 0.01
C -0.52 0.47 3.24 0.01
C 2.32 -3.41 1.97 0.00
H 1.98 -2.50 -0.97 0.00
H 0.38 -2.03 -0.49 0.00
H 0.97 -3.66 -0.21 0.00
H 3.80 -1.41 0.93 0.00
H 2.57 -0.33 0.26 0.00
H 3.75 0.95 1.93 0.00
H 3.75 -0.46 2.97 0.00
H 1.51 1.23 2.02 0.00
H 1.93 1.21 3.68 0.00
H 0.54 -2.07 4.61 0.00
H 2.12 -1.60 4.26 0.00
H 1.20 -0.50 5.27 0.00
H -0.58 0.93 4.23 0.00
H -0.55 1.31 2.54 0.00
H -1.43 0.01 2.86 0.00
H 3.35 -3.74 1.82 0.00
H 1.80 -4.31 1.66 0.00
H 2.15 -3.36 3.04 0.00
H -1.13 -1.64 1.99 0.00
C -5.57 -3.05 1.78 0.15
S -3.86 -2.85 2.52 0.28
O -3.12 -1.83 1.63 0.03
C -3.37 -4.46 1.73 0.09
H -5.98 -4.06 1.89 0.06
H -5.55 -2.81 0.72 0.04
H -6.25 -2.39 2.32 0.05
H -2.29 -4.60 1.64 0.01
H -3.55 -4.34 0.66 0.02
H -3.79 -5.43 2.02 0.02
C 3.24 5.51 -0.45 0.00
C 1.90 4.68 -0.58 0.00
O 2.32 3.41 -0.09 0.00
C 3.78 3.34 -0.24 0.00
O 4.42 2.33 -0.20 0.00
O 4.33 4.60 -0.36 0.00
H 3.14 6.23 0.37 0.00
H 3.42 6.05 -1.38 0.00
H 1.57 4.67 -1.61 0.00
H 1.20 4.95 0.21 0.00
C -1.99 0.01 -0.33 0.01
C -2.57 -0.15 -1.74 0.05
O -1.72 0.64 -2.48 0.01
C -0.97 1.44 -1.73 0.01
O -0.11 2.24 -2.06 0.00
O -1.21 1.11 -0.44 0.01
H -1.51 -0.94 -0.09 0.00
H -2.78 0.14 0.41 0.01
H -3.58 0.25 -1.77 0.02
H -2.54 -1.16 -2.14 0.02
C -0.70 1.29 -6.91 0.01
C -0.49 2.32 -5.89 0.00
O -1.58 3.22 -5.98 0.00
C -1.97 3.08 -7.29 0.00
O -2.75 3.85 -7.75 0.00
O -1.46 2.01 -7.86 0.00
H -1.22 0.42 -6.50 0.00
H 0.21 0.91 -7.38 0.00
H 0.43 2.80 -6.24 0.00
H -0.37 1.91 -4.89 0.00
```

Computed properties:
Charge: -1
E in eV: -56182.4912
Maximum force in eV Å⁻¹: 4.6
2S+1: 2
Gap between HOMO and LUMO (spin up / spin down) in eV: 1.5 / 7.4
HOMO (spin up / spin down) in eV: 0.537 / -5.382